{"formula": "C28H30AsNSSiV", "method": "ωB97M-V/def2-TZVPD", "multiplicity": 1, "gap_ev": 7.56, "e_lumo_ev": -3.9467, "de_lowest_kcal_mol": 4.1, "charge": 1, "species": ["V", "S", "C", "C", "C", "C", "C", "C", "As", "C", "C", "C", "C", "C", "C", "C", "C", "C", "C", "C", "C", "H", "H", "H", "H", "H", "H", "H", "H", "H", "H", "H", "H", "H", "H", "N", "C", "C", "C", "C", "C", "C", "H", "H", "H", "H", "H", "C", "Si", "C", "C", "C", "H", "H", "H", "H", "H", "H", "H", "H", "H", "H", "H"], "xyz": [[-0.207, 1.189, 0.771], [-1.645, 1.036, 2.399], [-0.934, -0.453, 3.092], [-0.915, -0.588, 4.479], [-0.527, -1.786, 5.056], [-0.162, -2.865, 4.261], [-0.153, -2.733, 2.883], [-0.522, -1.529, 2.291], [-0.475, -1.261, 0.370], [-2.001, -2.184, -0.345], [-3.253, -1.619, -0.120], [-4.387, -2.274, -0.572], [-4.268, -3.480, -1.251], [-3.017, -4.037, -1.473], [-1.875, -3.392, -1.019], [1.112, -2.132, -0.291], [2.158, -2.520, 0.539], [3.311, -3.062, -0.015], [3.425, -3.208, -1.389], [2.387, -2.804, -2.220], [1.235, -2.263, -1.674], [-1.228, 0.241, 5.099], [-0.529, -1.883, 6.134], [0.108, -3.809, 4.716], [0.125, -3.577, 2.264], [-3.345, -0.679, 0.411], [-5.364, -1.844, -0.396], [-5.154, -3.989, -1.606], [-2.927, -4.978, -1.998], [-0.903, -3.837, -1.185], [2.095, -2.392, 1.611], [4.123, -3.365, 0.633], [4.324, -3.632, -1.815], [2.476, -2.908, -3.293], [0.432, -1.945, -2.331], [-0.976, 2.242, -0.167], [-1.689, 3.109, -0.965], [-1.358, 4.466, -0.987], [-2.085, 5.326, -1.791], [-3.129, 4.840, -2.568], [-3.453, 3.489, -2.545], [-2.737, 2.615, -1.746], [-0.543, 4.824, -0.372], [-1.838, 6.379, -1.812], [-3.693, 5.516, -3.195], [-4.266, 3.118, -3.154], [-2.972, 1.560, -1.718], [3.300, 3.827, -0.234], [2.706, 2.062, -0.126], [4.110, 0.859, 0.155], [1.828, 1.587, -1.725], [1.508, 1.928, 1.354], [3.967, 3.952, -1.090], [3.850, 4.116, 0.664], [2.468, 4.524, -0.358], [4.839, 0.920, -0.657], [3.741, -0.169, 0.189], [4.635, 1.062, 1.090], [2.555, 1.591, -2.541], [1.030, 2.282, -1.989], [1.410, 0.574, -1.698], [1.501, 2.859, 1.922], [1.773, 1.107, 2.046]]}

***

{"formula": "C4H7NO", "method": "ωB97M-V/def2-TZVPD", "multiplicity": 1, "gap_ev": [7.79, 7.64], "e_lumo_ev": [0.7477, 0.7451], "de_lowest_kcal_mol": 118.1, "species": ["O", "C", "C", "C", "C", "N", "H", "H", "H", "H", "H", "H", "H"], "xyz": [[1.548, 0.110, 1.129], [1.037, 0.239, -0.156], [0.071, -0.825, -0.493], [-1.326, -0.617, 0.183], [-1.653, 0.853, 0.144], [-0.763, 1.662, -0.054], [2.245, 0.762, 1.262], [1.797, 0.468, -0.916], [0.089, 2.138, -0.299], [0.427, -1.812, -0.167], [-0.065, -0.852, -1.580], [-1.301, -0.906, 1.242], [-2.105, -1.221, -0.294]]}

***

{"formula": "C4H13N2O", "method": "ωB97M-V/def2-TZVPD", "multiplicity": 2, "gap_ev": [11.07, 6.90], "e_lumo_ev": [-8.6646, -12.8415], "de_lowest_kcal_mol": 86.0, "charge": 2, "species": ["C", "C", "C", "C", "N", "N", "H", "H", "H", "H", "H", "H", "H", "H", "H", "H", "H", "H", "H", "O"], "xyz": [[1.571, -1.454, -0.502], [1.220, -0.045, -0.003], [-0.070, 0.476, -0.404], [-0.223, 0.740, -1.704], [-1.442, 1.336, -2.205], [-1.137, 0.659, 0.708], [1.737, -1.344, -1.716], [0.776, -2.149, -0.359], [2.557, -1.967, -0.117], [1.283, -0.099, 1.176], [2.165, 0.609, -0.304], [0.636, 0.579, -2.423], [-2.204, 0.681, -2.121], [-1.311, 1.713, -3.140], [-1.869, 0.006, 0.572], [-0.757, 0.551, 1.728], [-1.512, 1.515, 0.622], [0.175, -0.226, 3.418], [-0.769, -1.299, 3.392], [-0.826, -0.280, 3.382]]}

***

{"formula": "CH3Br2P", "method": "ωB97M-V/def2-TZVPD", "multiplicity": 1, "gap_ev": 9.11, "smiles": "[H]/P=C\\Br.Br", "e_lumo_ev": -0.1955, "de_lowest_kcal_mol": 64.4, "species": ["H", "P", "C", "Br", "H", "Br", "H"], "xyz": [[-1.273, 1.744, 0.877], [-0.819, 1.832, -0.453], [-1.277, 0.298, -0.941], [-2.138, -1.029, 0.099], [-1.081, -0.032, -1.952], [2.011, -0.795, -0.253], [1.590, -1.817, 0.617]]}

***

{"formula": "C5H10BBrIO2", "method": "ωB97M-V/def2-TZVPD", "multiplicity": 1, "gap_ev": 7.16, "e_lumo_ev": 2.3894, "charge": -1, "species": ["C", "C", "I", "C", "C", "C", "O", "B", "Br", "O", "H", "H", "H", "H", "H", "H", "H", "H", "H", "H"], "xyz": [[-1.567, -0.922, -1.565], [-0.125, -1.412, -1.483], [0.602, -1.713, -3.525], [0.867, -0.486, -0.759], [0.286, 0.349, 0.365], [0.423, -0.163, 1.777], [-0.047, 0.940, 2.517], [0.495, 2.114, 1.773], [-1.050, 3.467, 1.359], [1.011, 1.573, 0.503], [-2.046, -1.271, -2.476], [-2.135, -1.324, -0.726], [-1.613, 0.162, -1.560], [-0.080, -2.411, -1.063], [1.635, -1.125, -0.315], [1.384, 0.157, -1.465], [-0.753, 0.668, 0.238], [1.500, -0.244, 1.981], [-0.106, -1.091, 2.004], [1.320, 2.731, 2.421]]}

***

{"formula": "C27H23F10IrN3O5Te", "method": "ωB97M-V/def2-TZVPD", "multiplicity": 2, "gap_ev": [5.14, 5.47], "e_lumo_ev": [-2.7682, -2.6062], "de_lowest_kcal_mol": 127.2, "species": ["Ir", "O", "C", "O", "C", "C", "C", "C", "C", "N", "H", "H", "H", "H", "F", "Te", "F", "F", "F", "F", "O", "C", "C", "C", "C", "C", "C", "C", "C", "C", "C", "O", "O", "H", "H", "H", "H", "H", "H", "H", "H", "H", "H", "H", "F", "C", "C", "C", "F", "C", "F", "C", "F", "C", "F", "C", "C", "C", "C", "N", "N", "C", "H", "H", "H", "H", "H", "H", "H", "H"], "xyz": [[-0.558, 0.529, -1.424], [-1.642, 3.280, 1.660], [-1.523, 2.485, 0.796], [-1.363, 2.351, -0.396], [-1.479, 0.665, 1.585], [-2.510, 0.733, 2.587], [-3.536, -0.157, 2.551], [-3.532, -1.162, 1.570], [-2.561, -1.133, 0.593], [-1.584, -0.226, 0.567], [-2.433, 1.522, 3.323], [-4.319, -0.120, 3.297], [-4.268, -1.954, 1.571], [-2.546, -1.881, -0.187], [-2.685, -0.196, -4.969], [-1.362, 1.143, -4.861], [-0.495, 0.276, -6.267], [-0.276, 2.646, -5.039], [-2.465, 2.082, -3.668], [-2.391, 1.964, -6.189], [-0.313, 0.360, -3.632], [5.115, -0.926, 5.516], [4.021, -0.573, 4.549], [2.714, -0.392, 4.970], [1.681, -0.098, 4.087], [0.309, 0.075, 4.692], [1.977, 0.007, 2.712], [3.309, -0.149, 2.266], [3.734, 0.010, 0.831], [4.297, -0.428, 3.196], [0.907, 0.187, 1.699], [-0.195, 0.791, 2.188], [0.981, -0.182, 0.548], [4.762, -0.910, 6.545], [5.951, -0.231, 5.423], [5.498, -1.925, 5.300], [2.485, -0.487, 6.025], [0.350, -0.149, 5.757], [-0.429, -0.587, 4.238], [-0.048, 1.097, 4.570], [3.354, 0.940, 0.411], [3.353, -0.798, 0.209], [4.821, 0.020, 0.769], [5.318, -0.541, 2.851], [1.844, -1.263, -2.760], [2.276, -0.009, -2.519], [1.471, 0.885, -1.852], [2.002, 2.133, -1.574], [1.288, 3.034, -0.876], [3.279, 2.498, -1.962], [3.776, 3.702, -1.667], [4.058, 1.582, -2.649], [5.296, 1.906, -3.028], [3.556, 0.323, -2.926], [4.318, -0.566, -3.570], [-3.363, -3.776, -3.463], [-3.319, -2.424, -2.842], [-4.321, -1.577, -2.419], [-3.682, -0.392, -2.012], [-2.371, -0.526, -2.167], [-2.160, -1.771, -2.633], [-4.287, 0.863, -1.492], [-4.353, -4.209, -3.344], [-2.631, -4.443, -3.007], [-3.143, -3.707, -4.529], [-5.381, -1.763, -2.454], [-1.242, -2.008, -2.980], [-5.061, 1.211, -2.175], [-3.532, 1.642, -1.407], [-4.743, 0.697, -0.513]]}

***

{"formula": "C20H60O10", "method": "ωB97M-V/def2-TZVPD", "multiplicity": 2, "gap_ev": [9.39, 2.36], "e_lumo_ev": [-2.4186, -9.4520], "de_lowest_kcal_mol": 65.8, "charge": 1, "species": ["C", "C", "O", "H", "H", "H", "H", "H", "H", "C", "C", "O", "H", "H", "H", "H", "H", "H", "C", "C", "O", "H", "H", "H", "H", "H", "H", "C", "C", "O", "H", "H", "H", "H", "H", "H", "C", "C", "O", "H", "H", "H", "H", "H", "H", "C", "C", "O", "H", "H", "H", "H", "H", "H", "C", "C", "O", "H", "H", "H", "H", "H", "H", "C", "C", "O", "H", "H", "H", "H", "H", "H", "C", "C", "O", "H", "H", "H", "H", "H", "H", "C", "C", "O", "H", "H", "H", "H", "H", "H"], "xyz": [[17.751, 8.298, 21.023], [19.108, 7.574, 20.816], [19.260, 6.701, 21.915], [17.500, 9.087, 20.313], [17.649, 8.900, 21.926], [16.966, 7.558, 20.869], [19.922, 8.298, 20.807], [19.309, 7.078, 19.867], [19.249, 5.815, 21.545], [16.346, 4.666, 24.819], [16.871, 5.115, 23.340], [16.126, 4.663, 22.302], [16.848, 5.381, 25.471], [16.454, 3.611, 25.070], [15.346, 4.886, 25.194], [17.916, 4.837, 23.202], [17.017, 6.196, 23.348], [16.740, 4.350, 21.634], [14.506, 9.982, 16.130], [13.238, 9.197, 16.502], [13.138, 9.184, 17.879], [15.285, 9.483, 16.706], [14.363, 11.030, 16.394], [14.655, 9.924, 15.052], [13.333, 8.163, 16.171], [12.292, 9.494, 16.049], [13.664, 8.463, 18.234], [11.331, 5.295, 14.554], [11.255, 3.780, 14.426], [10.257, 3.313, 13.552], [11.047, 5.461, 15.594], [10.727, 5.875, 13.856], [12.386, 5.569, 14.530], [11.125, 3.318, 15.404], [12.233, 3.387, 14.149], [9.440, 3.159, 14.033], [13.172, 7.481, 23.489], [12.746, 8.701, 24.347], [13.773, 8.968, 25.345], [13.939, 7.721, 22.753], [12.259, 7.160, 22.987], [13.665, 6.711, 24.083], [11.731, 8.553, 24.716], [12.684, 9.577, 23.702], [14.324, 9.650, 24.953], [13.047, 5.149, 18.222], [13.139, 5.720, 19.629], [14.445, 6.194, 19.814], [13.561, 4.198, 18.081], [13.468, 5.787, 17.445], [11.995, 4.926, 18.046], [12.756, 4.973, 20.325], [12.389, 6.505, 19.731], [14.670, 5.787, 20.654], [14.389, 7.005, 13.241], [15.483, 6.500, 14.149], [15.000, 5.662, 15.118], [13.995, 6.177, 12.652], [14.881, 7.744, 12.609], [13.493, 7.455, 13.667], [15.687, 7.420, 14.697], [16.313, 6.041, 13.612], [15.174, 5.976, 16.008], [12.250, 2.878, 23.133], [11.109, 3.391, 23.925], [10.605, 4.448, 23.175], [13.074, 3.523, 22.828], [11.865, 2.452, 22.206], [12.667, 2.054, 23.712], [11.526, 3.809, 24.841], [10.317, 2.684, 24.168], [10.081, 5.088, 23.661], [10.091, 2.669, 18.571], [10.618, 1.223, 18.433], [10.872, 0.739, 19.772], [10.732, 3.246, 19.238], [9.048, 2.688, 18.887], [10.214, 3.182, 17.616], [11.610, 1.168, 17.985], [10.057, 0.520, 17.817], [10.014, 0.633, 20.190], [18.249, 5.030, 16.960], [17.652, 6.200, 17.877], [16.309, 6.461, 17.601], [17.553, 4.204, 17.113], [19.246, 4.828, 17.352], [18.355, 5.223, 15.893], [18.228, 7.090, 17.625], [17.727, 6.008, 18.947], [15.913, 6.284, 18.457]]}

***

Please write out number 4 again, unchanged.
{"formula": "CH3Br2P", "method": "ωB97M-V/def2-TZVPD", "multiplicity": 1, "gap_ev": 9.11, "smiles": "[H]/P=C\\Br.Br", "e_lumo_ev": -0.1955, "de_lowest_kcal_mol": 64.4, "species": ["H", "P", "C", "Br", "H", "Br", "H"], "xyz": [[-1.273, 1.744, 0.877], [-0.819, 1.832, -0.453], [-1.277, 0.298, -0.941], [-2.138, -1.029, 0.099], [-1.081, -0.032, -1.952], [2.011, -0.795, -0.253], [1.590, -1.817, 0.617]]}

***

- Number 5 is which compound?
  C5H10BBrIO2